Formula: C4H8ClNO3
Source: the Open Molecules 2025 dataset
Level of theory: wB97M-V/def2-TZVPD

Computed properties:
Total charge: 0
HOMO: -9.80 eV
Structure (SMILES): C=C(Cl)[C@H](C)O.O=NO
F_max: 3.87 eV Å⁻¹
Multiplicity: 1

Each line ends with the Mulliken charge.
Geometry (Å):
C  -0.750  0.980  1.182  -0.95
C  -0.696  0.691  -0.103  0.48
Cl  -1.542  1.728  -1.254  -0.22
C  -0.146  -0.583  -0.667  0.09
C  -1.328  -1.268  -1.344  -1.56
O  0.380  -1.375  0.343  -0.61
H  -0.254  0.306  1.731  0.39
H  -1.254  1.776  1.586  0.34
H  0.637  -0.440  -1.369  0.37
H  -1.670  -0.533  -1.974  0.50
H  -1.939  -1.508  -0.539  0.47
H  -0.951  -2.139  -1.838  0.34
H  -0.428  -1.818  0.878  0.38
O  2.578  2.576  0.954  -0.35
N  2.415  1.559  0.358  0.32
O  2.603  0.458  1.207  -0.37
H  2.343  -0.412  0.849  0.38

Cartesian forces, eV/Å:
C -0.3513 0.0125 -2.9385
C -0.6597 1.1289 -0.0774
Cl 0.4204 0.0920 0.1667
C -1.3159 -0.0454 0.0667
C 3.0070 -0.5582 0.5054
O -1.8725 -2.2265 2.5564
H 1.6971 -2.0326 2.5594
H -0.9848 1.7853 0.8109
H 0.8353 0.4852 -0.6753
H -1.6084 0.9320 -1.7603
H -1.8134 -0.5208 1.0250
H -0.1320 -0.5732 -0.4611
H 2.8134 1.5477 -1.8050
O -0.1547 -2.1155 -0.9849
N 0.0013 0.8894 0.7628
O 0.4017 0.4915 1.0396
H -0.2835 0.7078 -0.7902